The following is a DFT calculation (wB97M-V/def2-TZVPD) of a single C21H28N2OS molecule.

XYZ file:
```
53
Properties=species:S:1:pos:R:3:lowdin_charge:R:1
C 8.351 1.783 0.313 -0.09
C 7.169 1.036 -0.173 -0.65
N 7.206 -0.031 -0.880 0.04
C 5.973 -0.498 -1.188 -0.18
C 4.928 0.229 -0.708 -0.52
C 3.466 -0.031 -0.860 -0.22
N 3.148 -1.373 -0.403 -0.16
C 3.338 -1.574 1.021 -0.18
C 2.237 -0.942 1.881 -0.16
C 0.873 -1.467 1.445 -0.14
C 0.674 -1.228 -0.062 -0.23
C -0.635 -1.884 -0.454 -0.33
O -0.696 -3.063 -0.728 0.11
C -1.858 -1.046 -0.385 -0.15
C -1.895 0.312 -0.689 -0.01
C -3.079 1.016 -0.599 -0.03
C -4.266 0.409 -0.191 -0.17
C -5.536 1.238 -0.097 -0.56
C -6.738 0.423 0.387 -0.07
C -5.865 1.800 -1.488 -0.04
C -5.310 2.392 0.891 -0.04
C -4.223 -0.950 0.102 -0.01
C -3.047 -1.665 -0.005 0.00
C 1.854 -1.857 -0.825 -0.14
S 5.536 1.581 0.195 1.06
H 8.351 1.830 1.402 0.08
H 9.252 1.281 -0.026 0.08
H 8.340 2.804 -0.068 0.08
H 5.880 -1.393 -1.773 0.12
H 2.910 0.763 -0.335 0.10
H 3.204 0.023 -1.923 0.13
H 4.316 -1.175 1.300 0.11
H 3.352 -2.655 1.193 0.13
H 2.265 0.146 1.782 0.11
H 2.413 -1.184 2.930 0.11
H 0.074 -0.976 2.008 0.12
H 0.816 -2.541 1.639 0.13
H 0.640 -0.152 -0.246 0.13
H -1.010 0.824 -1.035 0.11
H -3.070 2.065 -0.855 0.11
H -6.965 -0.388 -0.300 0.09
H -6.559 0.013 1.378 0.09
H -7.612 1.068 0.444 0.08
H -6.784 2.380 -1.448 0.08
H -6.002 0.987 -2.199 0.09
H -5.072 2.444 -1.855 0.08
H -5.050 2.001 1.872 0.09
H -4.509 3.048 0.561 0.08
H -6.217 2.984 0.985 0.08
H -5.112 -1.473 0.412 0.10
H -3.028 -2.722 0.216 0.12
H 1.742 -1.675 -1.898 0.13
H 1.830 -2.938 -0.664 0.13
```

Results
E_HOMO in eV: -8.34
Orbital gap in eV: 8.85
Charge: 0